C54H122F30N6O2P7 | ωB97M-V/def2-TZVPD

**DFT total energy**: -217570.5707 eV
**Net charge**: +1

Each line ends with the Löwdin charge.
Element x y z (Å)
1 C 6.891 -4.760 9.650  0.019
2 N 6.121 -6.084 9.873  -0.298
3 C 7.230 -7.190 10.178  0.042
4 C 5.295 -5.926 11.168  0.022
5 C 5.327 -6.485 8.612  -0.071
6 C 4.030 -5.668 8.447  -0.250
7 O 4.303 -4.340 8.197  -0.045
8 H 7.345 -4.802 8.660  0.106
9 H 7.630 -4.621 10.439  0.115
10 H 6.209 -3.909 9.641  0.096
11 H 6.685 -8.128 10.284  0.098
12 H 7.738 -6.919 11.103  0.107
13 H 7.888 -7.284 9.314  0.104
14 H 4.513 -6.677 11.281  0.111
15 H 4.891 -4.914 11.212  0.110
16 H 5.919 -5.957 12.060  0.111
17 H 5.057 -7.502 8.897  0.124
18 H 5.965 -6.653 7.745  0.140
19 H 3.342 -5.809 9.280  0.122
20 H 3.385 -6.005 7.635  0.131
21 H 3.553 -3.944 7.748  0.105
22 C -7.313 -1.848 3.719  0.019
23 N -6.467 -2.926 4.463  -0.298
24 C -7.338 -3.594 5.517  0.004
25 C -6.061 -4.006 3.403  0.050
26 C -5.264 -2.211 5.142  -0.078
27 C -4.408 -3.130 5.992  -0.252
28 O -5.091 -3.204 7.202  -0.041
29 H -8.337 -2.196 3.581  0.102
30 H -6.965 -1.574 2.722  0.104
31 H -7.456 -0.994 4.380  0.108
32 H -6.954 -4.550 5.875  0.118
33 H -8.311 -3.809 5.076  0.101
34 H -7.541 -2.853 6.289  0.115
35 H -6.971 -4.541 3.132  0.109
36 H -5.256 -4.669 3.719  0.103
37 H -5.890 -3.349 2.550  0.091
38 H -5.611 -1.385 5.762  0.141
39 H -4.641 -1.798 4.348  0.135
40 H -3.378 -2.812 6.151  0.134
41 H -4.287 -4.132 5.581  0.117
42 H -4.680 -3.960 7.627  0.115
43 C 4.754 1.641 6.000  -0.051
44 C 5.113 2.251 4.621  -0.147
45 N 3.997 3.113 4.231  -0.046
46 C 3.546 4.258 4.876  0.015
47 C 2.370 4.635 4.311  0.014
48 N 2.051 3.748 3.292  -0.116
49 C 3.100 2.844 3.192  0.061
50 C 0.854 3.648 2.590  -0.023
51 H 3.952 0.908 6.085  0.082
52 H 4.466 2.461 6.658  0.073
53 H 5.665 1.243 6.447  0.088
54 H 5.169 1.419 3.919  0.118
55 H 6.095 2.720 4.572  0.137
56 H 4.021 4.592 5.787  0.153
57 H 1.751 5.480 4.574  0.147
58 H 3.153 1.985 2.540  0.159
59 H 0.244 2.898 3.094  0.111
60 H 1.116 3.167 1.648  0.106
61 H 0.341 4.587 2.381  0.118
62 C 0.327 0.507 10.488  -0.089
63 C -0.294 0.591 11.831  -0.194
64 N 0.581 0.375 12.994  -0.026
65 C 0.814 -0.822 13.685  -0.010
66 C 1.557 -0.582 14.835  0.018
67 N 1.891 0.774 14.804  -0.079
68 C 1.515 1.270 13.555  0.065
69 C 2.557 1.531 15.877  0.036
70 H -0.384 0.674 9.679  0.080
71 H 0.640 -0.531 10.373  0.077
72 H 1.191 1.162 10.379  0.083
73 H -1.086 -0.156 11.886  0.136
74 H -0.714 1.591 11.937  0.131
75 H 0.483 -1.813 13.410  0.131
76 H 1.878 -1.275 15.599  0.145
77 H 1.651 2.318 13.331  0.158
78 H 3.107 2.398 15.513  0.110
79 H 3.341 0.904 16.301  0.109
80 H 1.831 1.580 16.688  0.118
81 C -5.135 10.676 17.580  -0.115
82 C -5.031 10.151 16.169  -0.254
83 C -3.597 10.291 15.554  -0.244
84 C -3.630 9.498 14.310  -0.304
85 P -2.161 9.488 13.149  1.038
86 C -2.050 11.160 12.390  -0.279
87 C -0.694 11.505 11.764  -0.238
88 C -0.932 12.516 10.614  -0.269
89 C -1.547 13.789 11.059  -0.121
90 C -2.362 8.146 11.924  -0.216
91 C -3.599 8.203 10.931  -0.204
92 C -4.990 7.817 11.462  -0.273
93 C -5.144 6.383 11.925  -0.095
94 C -0.714 9.395 14.250  -0.249
95 C -0.899 8.067 15.021  -0.234
96 C 0.219 7.953 16.086  -0.270
97 C 1.575 7.852 15.480  -0.103
98 H -6.166 10.672 17.933  0.083
99 H -4.691 11.672 17.562  0.069
100 H -4.357 10.357 18.274  0.079
101 H -5.814 10.681 15.627  0.114
102 H -5.265 9.086 16.179  0.111
103 H -2.804 9.987 16.239  0.118
104 H -3.558 11.337 15.248  0.113
105 H -4.428 9.879 13.673  0.089
106 H -3.854 8.473 14.604  0.104
107 H -2.056 11.801 13.271  0.095
108 H -2.927 11.228 11.746  0.094
109 H -0.313 10.580 11.329  0.101
110 H 0.012 11.849 12.519  0.120
111 H -1.490 11.927 9.887  0.111
112 H 0.061 12.766 10.240  0.115
113 H -2.566 13.694 11.434  0.072
114 H -1.524 14.550 10.279  0.080
115 H -0.951 14.203 11.873  0.085
116 H -2.438 7.249 12.538  0.082
117 H -1.435 8.264 11.362  0.095
118 H -3.368 7.677 10.005  0.109
119 H -3.720 9.236 10.606  0.089
120 H -5.824 8.042 10.797  0.110
121 H -5.260 8.533 12.238  0.079
122 H -6.053 6.230 12.506  0.082
123 H -4.368 5.986 12.579  0.072
124 H -5.237 5.797 11.011  0.075
125 H -0.759 10.325 14.817  0.110
126 H 0.140 9.391 13.573  0.098
127 H -0.977 7.192 14.375  0.113
128 H -1.865 8.051 15.525  0.092
129 H 0.014 7.067 16.687  0.117
130 H 0.224 8.802 16.768  0.111
131 H 2.314 7.417 16.152  0.091
132 H 1.849 8.879 15.240  0.073
133 H 1.406 7.350 14.527  0.078
134 C 0.050 -17.711 17.872  -0.103
135 C 0.451 -16.311 17.537  -0.276
136 C 0.157 -15.349 18.709  -0.242
137 C 0.414 -13.826 18.575  -0.235
138 P -0.255 -12.800 17.175  1.017
139 C -2.039 -12.726 17.114  -0.258
140 C -2.793 -14.121 17.052  -0.241
141 C -4.236 -13.862 16.891  -0.255
142 C -5.104 -15.099 16.445  -0.080
143 C 0.382 -13.544 15.578  -0.233
144 C 0.256 -12.616 14.324  -0.263
145 C 0.399 -13.446 13.093  -0.273
146 C -0.132 -12.753 11.826  -0.098
147 C 0.576 -11.187 17.364  -0.232
148 C -0.155 -10.011 16.486  -0.191
149 C 0.766 -8.689 16.480  -0.230
150 C 1.121 -8.112 17.875  -0.096
151 H 0.924 -18.140 18.360  0.081
152 H 0.032 -18.309 16.961  0.079
153 H -0.846 -17.816 18.484  0.087
154 H -0.178 -15.996 16.703  0.076
155 H 1.513 -16.139 17.361  0.118
156 H 0.629 -15.761 19.601  0.118
157 H -0.840 -15.527 19.112  0.092
158 H 1.489 -13.661 18.512  0.095
159 H 0.098 -13.214 19.419  0.094
160 H -2.302 -11.990 16.354  0.095
161 H -2.359 -12.203 18.014  0.108
162 H -2.641 -14.718 17.952  0.109
163 H -2.319 -14.694 16.255  0.100
164 H -4.502 -12.942 16.371  0.115
165 H -4.543 -13.693 17.923  0.111
166 H -4.690 -16.072 16.709  0.067
167 H -5.397 -15.186 15.399  0.067
168 H -6.040 -15.106 17.004  0.067
169 H -0.218 -14.423 15.344  0.065
170 H 1.402 -13.824 15.844  0.099
171 H 1.017 -11.835 14.337  0.114
172 H -0.679 -12.057 14.289  0.101
173 H -0.015 -14.453 13.145  0.113
174 H 1.485 -13.501 13.012  0.113
175 H 0.181 -11.729 11.626  0.077
176 H -1.212 -12.617 11.877  0.074
177 H 0.080 -13.363 10.948  0.072
178 H 1.557 -11.357 16.921  0.094
179 H 0.668 -10.877 18.404  0.091
180 H -1.117 -9.734 16.919  0.098
181 H -0.378 -10.247 15.445  0.077
182 H 0.175 -7.931 15.966  0.105
183 H 1.637 -8.955 15.882  0.096
184 H 1.800 -7.272 17.724  0.081
185 H 1.734 -8.799 18.459  0.057
186 H 0.227 -7.925 18.470  0.082
187 P -2.004 -6.147 10.970  0.141
188 F -2.429 -4.602 11.346  -0.190
189 F -2.704 -6.586 12.355  -0.167
190 F -3.435 -6.406 10.235  -0.199
191 F -1.688 -7.679 10.546  -0.198
192 F -1.318 -5.684 9.612  -0.179
193 F -0.494 -6.132 11.641  -0.207
194 P 3.678 6.556 10.519  0.196
195 F 4.113 8.003 11.162  -0.183
196 F 4.564 5.813 11.734  -0.210
197 F 2.426 6.425 11.470  -0.172
198 F 3.305 5.101 9.952  -0.197
199 F 2.747 7.299 9.351  -0.222
200 F 4.963 6.568 9.457  -0.211
201 P -4.013 2.630 17.060  0.094
202 F -2.520 1.962 17.212  -0.193
203 F -3.525 3.618 15.818  -0.222
204 F -4.538 1.516 16.015  -0.178
205 F -5.513 3.283 17.073  -0.200
206 F -4.550 1.718 18.236  -0.156
207 F -3.559 3.706 18.096  -0.144
208 P 8.178 -0.728 14.779  0.109
209 F 9.560 0.036 14.353  -0.180
210 F 7.535 0.724 15.234  -0.189
211 F 7.480 -0.721 13.389  -0.159
212 F 6.824 -1.491 15.191  -0.195
213 F 8.870 -2.150 14.343  -0.217
214 F 8.760 -1.015 16.259  -0.168
215 P 3.741 -1.070 22.124  0.218
216 F 3.816 -1.365 20.501  -0.215
217 F 4.765 -2.235 22.525  -0.168
218 F 4.982 0.013 22.023  -0.197
219 F 3.525 -0.814 23.734  -0.200
220 F 2.700 0.161 21.668  -0.229
221 F 2.467 -2.097 22.231  -0.207